DFT (the ωB97M-V functional and the def2-TZVPD basis) results for a molecular structure, C49H42P2Si2V.

Results
E_HOMO (spin up / spin down), eV: -10.457 / -10.200
Electronic energy, Ha: -4097.92220
Multiplicity: 3
Net charge: +1
Energy relative to the best compared isomer or geometry (same formula, charge and spin), kcal/mol: 4.3

Element x y z (Å)
C 4.262 1.967 3.165
C 4.411 -0.854 -0.637
H 4.309 -4.371 2.565
H -3.835 1.994 1.567
C -2.080 5.041 1.946
H -1.997 1.756 -6.062
H -1.307 -4.519 -5.033
C -1.053 1.376 -5.691
H -0.292 -0.405 3.283
H -0.353 3.463 -1.542
H 1.204 -4.662 5.496
H 0.130 -3.872 1.329
H 2.431 2.935 5.840
H 4.394 1.286 -0.841
C -0.147 4.106 3.028
C -1.125 -2.813 -1.529
C -1.249 -4.044 -4.062
C -2.662 0.341 0.841
H 3.356 -2.250 1.769
C 3.705 -2.033 -0.844
C -3.736 2.291 -2.979
C 1.364 0.392 -4.734
H -3.669 -2.892 0.912
C -1.831 3.752 -3.059
H -1.902 0.680 -3.852
C -3.057 3.345 -3.572
H -2.797 5.845 1.837
H -2.273 -5.633 -3.048
C -1.299 3.119 -1.948
H -1.007 6.005 3.534
H -0.208 -2.311 -4.788
C 1.837 1.453 4.407
H 2.186 1.341 -1.957
H 5.381 -0.882 -0.157
H 4.126 -2.978 -0.525
C -3.207 1.658 -1.858
C 2.700 2.403 4.935
H -1.619 -4.122 1.232
C -0.839 -3.371 1.393
H -5.677 -1.850 1.848
C 2.165 0.739 3.250
H -2.150 -4.584 -0.844
C -0.571 -2.217 -2.666
H 0.248 -2.544 4.704
H -5.751 0.601 2.217
H 4.589 3.405 4.724
C 2.457 -2.016 -1.457
C -3.795 0.924 1.407
H 3.230 -5.595 4.424
C -2.583 -1.048 0.661
C 3.393 1.016 2.645
H -3.755 0.847 -1.396
H 5.213 2.158 2.681
C -1.248 2.885 1.260
P -1.311 1.395 0.225
C -1.990 2.078 -1.327
V 0.733 -0.108 0.034
C 2.866 -2.779 2.579
C 1.715 -2.242 3.158
C -3.695 -1.813 1.031
H 0.058 1.979 -7.424
H -4.689 1.963 -3.376
C 0.100 1.502 -6.453
H -1.290 4.567 -3.525
C 3.861 0.361 -1.020
C 1.136 -2.940 4.220
H 0.892 1.260 4.907
C 1.918 -0.805 -1.904
C -1.072 5.130 2.900
C -0.236 2.990 2.207
H -2.943 3.882 0.370
H -0.953 -2.999 2.413
Si 1.007 -0.599 2.573
C 0.209 0.277 -3.960
C 1.672 -4.138 4.672
C -1.790 -4.669 -2.943
C 3.914 2.665 4.312
P 0.171 -0.603 -2.382
H 0.649 4.168 3.758
H 0.498 2.203 2.311
C -0.633 -2.810 -3.926
H 3.692 0.466 1.759
C 1.307 1.012 -5.974
C 3.412 -3.975 3.026
H -3.481 3.851 -4.430
Si -0.989 -1.956 0.170
C 2.613 0.393 -1.636
H 1.908 -2.936 -1.613
H 2.305 -0.009 -4.382
C -0.999 0.772 -4.445
C -2.167 3.929 1.126
C -4.832 -1.232 1.569
C -4.877 0.141 1.773
C 2.810 -4.661 4.072
H 2.205 1.099 -6.572
C -1.721 -4.067 -1.695